Entry 1:
ORCA calculation (the ωB97M-V functional and the def2-TZVPD basis) on an isolated ion of composition C6H6N3O4 and charge -1.

SMILES: N#CN(CCCC(=O)C(=O)[O-])N=O
Relative energy (zero: lowest compared OMol25 entry of this formula, charge and spin) (kJ/mol): 65.9
Net charge: -1
DFT total energy (Ha): -697.3956
Spin multiplicity: 1

Last column: natural (NBO) charge in e.
Cartesian coordinates (Å):
N1 -3.26618 1.65063 -1.19382  -0.4031
C1 -2.21696 1.90373 -0.84328  0.4353
N2 -1.15399 2.12570 -0.10423  -0.4028
C2 -0.75983 1.00417 0.75166  -0.2298
C3 -0.32030 -0.25435 -0.03697  -0.4210
C4 1.16779 -0.34145 -0.38803  -0.5203
C5 1.77847 1.09472 -0.37887  0.4983
O1 2.59218 1.43575 0.46509  -0.5675
C6 1.54825 1.82933 -1.76328  0.6766
O2 2.21139 1.35278 -2.69678  -0.7041
O3 0.80785 2.85812 -1.76985  -0.6975
N3 -0.28916 3.26849 0.03320  0.3503
O4 -0.85519 4.29743 -0.17004  -0.3439
H1 -1.70710 0.94450 1.41328  0.2066
H2 0.12235 1.35941 1.26111  0.2351
H3 -0.93907 -0.20059 -1.00654  0.2181
H4 -0.58673 -1.22833 0.47504  0.2106
H5 1.61558 -1.00289 0.46251  0.2009
H6 1.37130 -0.71968 -1.43289  0.2581


Entry 2:
ORCA calculation (the ωB97M-V functional and the def2-TZVPD basis) on an isolated molecule of C2H2BrNO2.

SMILES: O=[N+]([O-])/C=C/Br
Relative energy (zero: lowest compared OMol25 entry of this formula, charge and spin) (kJ/mol): 434.3
DFT total energy (Ha): -2856.4820
Spin multiplicity: 1

Last column: natural (NBO) charge in e.
Cartesian coordinates (Å):
O1 -1.46627 -1.18209 0.00364  -0.3995
N1 -1.33321 0.02801 -0.06135  0.4704
O2 -2.24851 0.82702 -0.14194  -0.3730
C1 -0.04708 0.56233 -0.04490  -0.1328
C2 1.16661 -0.46463 0.08436  -0.2314
Br1 2.88865 0.11909 0.11766  0.1886
H1 0.11470 1.61761 -0.13033  0.2347
H2 0.92511 -1.50734 0.17286  0.2430


Entry 3:
ORCA calculation (the ωB97M-V functional and the def2-TZVPD basis) on an isolated molecule of C3H3O2P.

Relative energy (zero: lowest compared OMol25 entry of this formula, charge and spin) (kJ/mol): 361.3
DFT total energy (Ha): -607.7930
Spin multiplicity: 1

Last column: natural (NBO) charge in e.
Cartesian coordinates (Å):
C1 1.32537 -1.19328 0.14003  -1.0813
C2 1.41377 -2.46609 0.21187  0.1896
C3 -1.28099 0.21961 -0.07701  -0.2883
O1 2.27493 1.54312 -0.02214  -0.9309
O2 -0.20324 1.15701 0.01744  -0.7346
P1 1.29482 0.49636 -0.13541  2.2116
H1 -1.09076 -0.74143 0.44218  0.2244
H2 -1.80033 0.14152 -1.02759  0.2026
H3 -1.93356 0.84319 0.45062  0.2070


Entry 4:
ORCA calculation (the ωB97M-V functional and the def2-TZVPD basis) on an isolated molecule of C4H7N.

Relative energy (zero: lowest compared OMol25 entry of this formula, charge and spin) (kJ/mol): 746.3
DFT total energy (Ha): -211.0764
Spin multiplicity: 1

Last column: natural (NBO) charge in e.
Cartesian coordinates (Å):
N1 -1.43462 0.82044 -0.24504  -0.4936
C1 -0.31381 0.08670 0.06749  0.2460
C2 0.70328 0.94484 0.91643  -0.6451
C3 0.42908 -0.70043 -1.02518  -0.4339
C4 0.61736 -1.35911 0.25111  -0.3436
H1 -0.35699 -0.77430 -1.84155  0.1967
H2 -2.32472 0.34590 -0.32523  0.3577
H3 1.67908 0.66661 0.43017  0.2268
H4 0.69234 0.54708 1.99405  0.2412
H5 1.35895 -0.34522 -1.48822  0.2343
H6 0.41404 2.03515 0.90146  0.2192
H7 -0.03584 -2.05031 0.78543  0.1942


Entry 5:
ORCA calculation (the ωB97M-V functional and the def2-TZVPD basis) on an isolated molecule of C2H4N2OS2.

SMILES: SNC1=NOCS1
Relative energy (zero: lowest compared OMol25 entry of this formula, charge and spin) (kJ/mol): 378.8
DFT total energy (Ha): -1059.5990
Spin multiplicity: 1

Last column: natural (NBO) charge in e.
Cartesian coordinates (Å):
S1 -2.94505 -0.65942 0.39846  0.1545
N1 -1.63979 0.13854 -0.40623  -0.7767
C1 -0.29981 -0.21337 -0.08756  0.1988
N2 0.38308 -1.00131 0.69861  -0.1428
O1 1.70786 -0.97655 0.53321  -0.3281
C2 2.05793 0.19940 -0.30533  -0.2572
S2 0.67001 0.59359 -1.34264  0.1839
H1 -2.97853 -0.29060 1.85144  0.1138
H2 -1.92544 1.13647 -0.68281  0.4335
H3 2.05262 0.98051 0.38098  0.1884
H4 2.91711 0.09273 -1.03812  0.2319


Entry 6:
ORCA calculation (the ωB97M-V functional and the def2-TZVPD basis) on C4H5NO2 as an isolated structure.

Relative energy (zero: lowest compared OMol25 entry of this formula, charge and spin) (kJ/mol): 487.3
DFT total energy (Ha): -360.4838
Spin multiplicity: 1

Last column: natural (NBO) charge in e.
Cartesian coordinates (Å):
N1 0.28721 1.24167 0.60181  -0.7403
C1 0.61806 -0.21141 0.61267  -0.2076
C2 -1.13893 0.22259 -0.19713  -0.0486
C3 -0.60249 -1.05663 0.18864  -0.0376
O1 0.20574 -1.70581 -0.78693  -0.4953
C4 1.27824 -0.80394 -0.53610  0.6857
O2 2.26469 -0.68056 -1.20644  -0.5908
H1 0.70956 1.76173 -0.16028  0.3848
H2 0.47172 1.72033 1.48195  0.3878
H3 -1.95775 0.67831 0.35309  0.2235
H4 -1.00925 0.55483 -1.22305  0.2317
H5 -1.12678 -1.72113 0.87177  0.2066


Which of these has the lowest relative energy (zero: lowest compared OMol25 entry of this formula, charge and spin)?
C6H6N3O4